No. 1
DFT (wB97M-V/def2-TZVPD) results for a single C4H6O2 molecule.

The structure (SMILES) is C=COCC=O. The strongest force on any atom comes out at 0.010 Eh/bohr. The LUMO energy is 0.875 eV.

ORCA input file:
```
! RIJCOSX wB97M-V def2-TZVPD def2/J DEFGRID3
* xyz 0 1
C 0.9874 -0.0635 -1.3519
C 1.1992 0.2756 -0.0860
O 0.4181 1.2451 0.5145
C -0.7797 0.6241 0.9891
C -0.9819 -0.7382 0.3142
O -0.8732 -1.8011 0.8730
H 1.4025 -0.9677 -1.7813
H -1.2507 -0.6675 -0.7577
H 0.2916 0.5123 -1.9542
H 1.8919 -0.2437 0.5770
H -1.6249 1.2735 0.7290
H -0.7437 0.4872 2.0748
*
```



No. 2
DFT (wB97M-V/def2-TZVPD) results for a molecular structure, C4H6O2 at a distorted geometry.

The strongest force on any atom comes out at 0.118 Eh/bohr. The LUMO energy is -0.134 eV.

ORCA input file:
```
! RIJCOSX wB97M-V def2-TZVPD def2/J DEFGRID3
* xyz 0 1
C -2.0969 0.0337 0.2920
C -0.8980 0.5166 -0.4346
C 0.6791 0.1443 0.6041
C 1.7519 -0.3436 -0.3132
O -2.9886 -0.6323 -0.1578
O 0.0358 1.3174 0.2756
H -2.0593 0.4815 1.3652
H -0.6887 0.2736 -1.3966
H 0.2260 -0.4207 1.3039
H 2.7199 -0.3003 0.2529
H 1.7129 0.2843 -1.2402
H 1.6059 -1.3546 -0.5512
*
```



No. 3
DFT (wB97M-V/def2-TZVPD) results for a single C4H6O2 molecule at a distorted geometry.

The structure (SMILES) is CC(=O)C(C)=O. The strongest force on any atom comes out at 0.101 Eh/bohr. The LUMO energy is 0.602 eV.

ORCA input file:
```
! RIJCOSX wB97M-V def2-TZVPD def2/J DEFGRID3
* xyz 0 1
C 0.0574 0.7527 -0.5655
C -0.1880 -0.7579 0.5136
C -0.2456 1.9974 0.1537
C 0.2442 -2.0258 -0.1432
O 0.2548 0.4821 -1.7164
O -0.5234 -0.5905 1.6574
H 0.5446 2.2443 0.8521
H -0.1164 2.7683 -0.6856
H -1.1325 1.8377 0.6326
H 0.9568 -1.6610 -0.9694
H -0.6388 -2.6155 -0.3900
H 0.7869 -2.4319 0.6608
*
```



No. 4
DFT (wB97M-V/def2-TZVPD) results for a single C4H6O2 molecule.

The structure (SMILES) is CC(=O)CC=O. The strongest force on any atom comes out at 0.010 Eh/bohr. The LUMO energy is 0.605 eV.

ORCA input file:
```
! RIJCOSX wB97M-V def2-TZVPD def2/J DEFGRID3
* xyz 0 1
C 0.3086 -1.2701 -1.0784
C -0.5574 -0.6520 -0.0031
O -1.2069 -1.3378 0.7557
C -0.5570 0.8655 0.1840
C 0.5253 1.2738 1.1678
O 1.3268 2.1507 0.9645
H 1.3643 -1.0210 -0.9145
H 0.0413 -0.9097 -2.0778
H 0.1838 -2.3541 -1.0349
H -0.4319 1.4408 -0.7373
H -1.5177 1.1097 0.6536
H 0.5207 0.7042 2.1203
*
```



No. 5
DFT (wB97M-V/def2-TZVPD) results for a molecular structure, C4H6O2 at a distorted geometry.

The strongest force on any atom comes out at 0.038 Eh/bohr. The LUMO energy is 0.918 eV.

ORCA input file:
```
! RIJCOSX wB97M-V def2-TZVPD def2/J DEFGRID3
* xyz 0 1
O -1.5152 1.3585 -1.5416
C -1.5110 0.2564 -1.0507
C -0.2734 -0.3568 -0.4859
C 0.7855 0.5571 0.0785
C 0.8006 -0.5260 1.1604
O -0.5157 -0.9837 0.7907
H -2.4191 -0.3690 -0.9618
H 0.2027 -1.0676 -1.1746
H 0.3578 1.5075 0.4381
H 1.7166 0.7447 -0.4469
H 0.9182 0.0818 2.0326
H 1.5193 -1.3429 0.9933
*
```



No. 6
DFT (wB97M-V/def2-TZVPD) results for 2 unconnected molecules or ions with the total composition C4H6O2 at a distorted geometry.

The strongest force on any atom comes out at 0.046 Eh/bohr. The LUMO energy is 0.174 eV.

ORCA input file:
```
! RIJCOSX wB97M-V def2-TZVPD def2/J DEFGRID3
* xyz 0 1
C 1.5662 0.2984 -1.1488
C 0.6584 0.7028 -0.0871
O 0.6068 1.5739 0.6835
C -1.1782 -0.4606 1.4600
C -1.5666 -0.6051 0.1896
O -0.6611 -0.6068 -0.7783
H 0.8990 0.1792 -2.0004
H 1.9997 -0.6729 -0.9136
H 2.3103 1.0789 -1.2817
H -0.1564 -0.7221 1.7379
H -1.8494 -0.1102 2.2223
H -2.6288 -0.6555 -0.0834
*
```



No. 7
DFT (wB97M-V/def2-TZVPD) results for a single C4H6O2 molecule.

The strongest force on any atom comes out at 0.008 Eh/bohr. The LUMO energy (spin up / spin down) is 0.229 / 0.229 eV.

ORCA input file:
```
! RIJCOSX wB97M-V def2-TZVPD def2/J DEFGRID3
* xyz 0 1
O 1.9949 -0.3744 0.7660
C 0.7613 -0.1454 0.3338
C -0.5537 -0.4649 0.9727
C -1.2016 0.3106 -0.2140
C 0.2120 0.4224 -0.8160
O 0.7346 1.0364 -1.8909
H 2.6097 0.1274 0.2066
H 0.5027 -0.3734 -1.6096
H -0.8099 -1.5256 1.0526
H -0.6891 0.0095 1.9503
H -1.6128 1.2775 0.0847
H -1.9391 -0.2343 -0.8077
*
```



No. 8
DFT (wB97M-V/def2-TZVPD) results for a single C4H6O2 molecule.

The structure (SMILES) is O=C[C@@H]1C[C@@H]1O. The strongest force on any atom comes out at 0.017 Eh/bohr. The LUMO energy is 0.677 eV.

ORCA input file:
```
! RIJCOSX wB97M-V def2-TZVPD def2/J DEFGRID3
* xyz 0 1
O 1.1725 0.5368 -1.3276
C -0.0170 -0.1015 -1.0050
C -0.0688 -1.1128 0.0774
C -0.7184 0.2804 0.2549
C -0.0777 1.0343 1.3539
O -0.6820 1.7150 2.1531
H 1.6869 -0.0999 -1.8367
H -0.7214 -0.2729 -1.8146
H -0.6933 -1.9962 0.0118
H 0.9046 -1.3140 0.5586
H -1.7845 0.5210 0.1418
H 0.9993 0.8098 1.4324
*
```



No. 9
DFT (wB97M-V/def2-TZVPD) results for a single C4H6O2 molecule.

The structure (SMILES) is CC(=O)C(C)=O. The strongest force on any atom comes out at 0.011 Eh/bohr. The LUMO energy is 0.444 eV.

ORCA input file:
```
! RIJCOSX wB97M-V def2-TZVPD def2/J DEFGRID3
* xyz 0 1
C -1.8594 -0.0726 -0.3996
C -0.6239 0.6490 0.0916
O -0.5724 1.8447 0.2709
C 0.5437 -0.2402 0.5493
O 0.2651 -1.0491 1.4086
C 1.9397 -0.1021 -0.0021
H -2.3263 0.5020 -1.2028
H -1.6276 -1.0827 -0.7441
H -2.5814 -0.1528 0.4205
H 2.6040 -0.6756 0.6473
H 1.9738 -0.5293 -1.0122
H 2.2757 0.9344 -0.0639
*
```



No. 10
DFT (wB97M-V/def2-TZVPD) results for a single C4H6O2 molecule.

The structure (SMILES) is CCC(=O)C=O. The strongest force on any atom comes out at 0.011 Eh/bohr. The LUMO energy is -0.357 eV.

ORCA input file:
```
! RIJCOSX wB97M-V def2-TZVPD def2/J DEFGRID3
* xyz 0 1
C 1.2068 1.2350 0.0121
C 0.3381 0.1378 0.6211
C -0.7193 -0.2668 -0.3775
O -1.0644 0.4448 -1.2959
C -1.4189 -1.6245 -0.3101
O -0.9503 -2.6073 0.2050
H 1.7662 0.8364 -0.8413
H 0.5827 2.0454 -0.3747
H 1.9051 1.6422 0.7468
H -0.1863 0.4982 1.5210
H 0.9225 -0.7291 0.9516
H -2.3822 -1.6123 -0.8581
*
```



No. 11
DFT (wB97M-V/def2-TZVPD) results for 2 unconnected molecules or ions with the total composition C4H6O2 at a distorted geometry.

The strongest force on any atom comes out at 0.087 Eh/bohr. The LUMO energy (spin up / spin down) is 1.051 / -0.982 eV.

ORCA input file:
```
! RIJCOSX wB97M-V def2-TZVPD def2/J DEFGRID3
* xyz 0 3
C -1.7757 -1.4909 -0.1015
C -1.3620 -0.6378 0.7865
C 1.0780 0.1152 -0.0926
C 1.2006 1.5642 -0.1565
O 1.1958 -0.7500 -1.0887
O 1.9805 -0.8258 0.0784
H -2.7507 -1.8682 0.0049
H -1.2439 -1.9362 -0.9425
H -1.9533 -0.0554 1.6298
H 1.1618 1.9056 0.9908
H 0.3315 1.9598 -0.5650
H 2.1375 2.0195 -0.5435
*
```



No. 12
DFT (wB97M-V/def2-TZVPD) results for a molecular structure, C4H6O2Ru at a distorted geometry.

The strongest force on any atom comes out at 0.073 Eh/bohr. The LUMO energy (spin up / spin down) is 0.218 / -1.935 eV.

ORCA input file:
```
! RIJCOSX wB97M-V def2-TZVPD def2/J DEFGRID3
* xyz 0 7
O -1.6267 2.1223 -2.1588
C -1.3073 0.8873 -1.8598
H -1.1793 2.4496 -3.0402
H -0.5417 0.5393 -2.6068
C -0.5755 0.1280 0.4625
C 0.2654 -0.9347 0.4904
C 1.4092 -1.0645 1.4805
O 1.4090 -0.1070 2.4775
Ru -0.1731 0.9739 2.4162
H 0.1820 -1.7830 -0.2121
H -1.5783 -0.0608 -0.2485
H 2.3607 -1.0545 0.8992
H 1.3557 -2.0959 1.8998
*
```



No. 13
DFT (wB97M-V/def2-TZVPD) results for a molecular structure, C4H6O2Ru at a distorted geometry.

The strongest force on any atom comes out at 0.069 Eh/bohr. The LUMO energy (spin up / spin down) is -5.125 / -6.627 eV.

ORCA input file:
```
! RIJCOSX wB97M-V def2-TZVPD def2/J DEFGRID3
* xyz 1 6
H -1.7607 -0.9579 1.0361
O -2.4049 -0.2045 -0.8008
C -1.6611 0.0605 0.4295
C -0.2980 0.5520 0.2492
C 0.7346 -0.5230 0.0115
C 2.1300 -0.0653 -0.1579
O 2.4515 1.1306 -0.1215
Ru 0.7346 2.2127 0.1778
H -1.9588 0.3337 -1.4654
H -2.2869 0.7378 1.0362
H 0.5878 -1.1659 -0.8922
H 0.8109 -1.2924 0.8188
H 2.9210 -0.8181 -0.3214
*
```



No. 14
DFT (wB97M-V/def2-TZVPD) results for a single C4H6O2S molecule at a distorted geometry.

The structure (SMILES) is O=C1[C@@H](O)C[C@@H]1S. The strongest force on any atom comes out at 0.037 Eh/bohr. The LUMO energy is 0.401 eV.

ORCA input file:
```
! RIJCOSX wB97M-V def2-TZVPD def2/J DEFGRID3
* xyz 0 1
C -0.6364 -0.0917 0.6836
C 0.2699 -1.3268 0.4553
C 1.1534 -0.5129 -0.4729
C 0.4805 0.7537 0.0459
H -2.5123 1.1348 -0.1003
H -0.9133 0.2163 1.6906
H 0.9047 -1.5993 1.3322
H -0.2475 -2.1860 0.0721
H 0.9497 -0.7437 -1.5147
H 2.8237 0.4638 -0.3174
O 2.5548 -0.4541 -0.2007
O 0.7504 1.9208 0.1345
S -2.1907 -0.1220 -0.3066
*
```



No. 15
DFT (wB97M-V/def2-TZVPD) results for a single C4H6O2S molecule at a distorted geometry.

The structure (SMILES) is C=C(CO)C(O)=S. The strongest force on any atom comes out at 0.162 Eh/bohr. The LUMO energy is -0.964 eV.

ORCA input file:
```
! RIJCOSX wB97M-V def2-TZVPD def2/J DEFGRID3
* xyz 0 1
C -1.8359 0.4666 0.0288
C -0.4631 -0.2746 0.0293
C -0.4551 -1.6270 -0.0042
C 0.7865 0.4080 0.0412
H -2.7829 -0.8016 0.7505
H -1.8317 1.1001 0.9213
H -1.7631 1.2130 -0.7825
H -1.3028 -2.1057 -0.0911
H 0.6649 -1.9165 -0.4437
H 1.3837 2.1570 0.2720
O -2.9902 -0.1272 -0.0923
O 0.5533 1.7775 -0.0883
S 2.3083 -0.4179 0.0155
*
```



No. 16
DFT (wB97M-V/def2-TZVPD) results for a molecular structure, C4H6O2S at a distorted geometry.

The strongest force on any atom comes out at 0.090 Eh/bohr. The LUMO energy (spin up / spin down) is -0.834 / -0.834 eV.

ORCA input file:
```
! RIJCOSX wB97M-V def2-TZVPD def2/J DEFGRID3
* xyz 0 1
C 0.8378 1.7804 -0.9333
C 0.2689 0.5953 -1.1924
C -0.5153 -1.6146 0.3960
C -0.9817 0.1488 -0.5329
O 0.9438 -2.4887 2.3574
O -0.4732 -0.4999 2.9712
S 0.0833 -1.3686 1.9496
H 1.6989 2.1202 -1.4797
H 0.4566 2.6237 -0.2549
H 0.7157 0.0169 -1.9796
H 0.3292 -2.1113 -0.0839
H -1.8251 -0.1170 -1.1522
H -1.5390 0.9149 -0.0653
*
```



No. 17
DFT (wB97M-V/def2-TZVPD) results for a single C4H6O2S2 molecule at a distorted geometry.

The structure (SMILES) is C[C@H](C(=O)O)C(=S)S. The strongest force on any atom comes out at 0.056 Eh/bohr. The LUMO energy is -0.380 eV.

ORCA input file:
```
! RIJCOSX wB97M-V def2-TZVPD def2/J DEFGRID3
* xyz 0 1
C 0.6679 -1.6573 -1.2013
C 0.5178 -0.2108 -0.6934
C 1.5360 0.0567 0.3985
C -0.8157 0.0764 -0.1022
H 1.6466 -1.6848 -1.7479
H -0.1190 -1.9246 -1.9373
H 0.6119 -2.3765 -0.3934
H 0.7527 0.4797 -1.5125
H 3.1916 0.8566 0.5003
H -2.3874 1.7564 0.2485
O 2.5478 0.7225 -0.2086
O 1.4900 -0.2037 1.5817
S -1.1876 1.7190 -0.2818
S -1.7770 -1.1469 0.4973
*
```



No. 18
DFT (wB97M-V/def2-TZVPD) results for a molecular structure, C4H6O3Rb at a distorted geometry.

The strongest force on any atom comes out at 0.059 Eh/bohr. The LUMO energy (spin up / spin down) is -0.967 / -0.968 eV.

ORCA input file:
```
! RIJCOSX wB97M-V def2-TZVPD def2/J DEFGRID3
* xyz 0 2
H -0.1147 3.0355 1.0578
O 0.1247 0.5032 -0.0025
C -0.0963 -0.6994 -0.3906
O -0.3912 -1.6443 0.3469
Rb -0.1250 -1.2196 3.5797
O -0.1971 -0.8061 -1.7079
C -1.4317 -1.2683 -2.2462
H -1.5528 -2.3228 -1.9739
H -2.2735 -0.6819 -1.8593
H -1.3716 -1.1672 -3.3347
C 0.5985 1.3267 1.5150
C 1.9056 1.5877 1.6225
H 2.6360 1.3136 0.8513
H 2.2892 2.0429 2.5418
*
```



No. 19
DFT (wB97M-V/def2-TZVPD) results for 2 unconnected molecules or ions with the total composition C4H6O3S at a distorted geometry.

The strongest force on any atom comes out at 0.085 Eh/bohr. The LUMO energy is -0.257 eV.

ORCA input file:
```
! RIJCOSX wB97M-V def2-TZVPD def2/J DEFGRID3
* xyz 0 1
C 4.2368 -0.3806 0.5885
C 3.3235 0.0544 -0.0164
C -2.9112 -0.6118 -0.5893
C 2.1143 0.6295 -0.6255
O -2.7478 1.5500 0.8752
O -0.9340 -0.1707 0.8987
O 1.4783 1.5307 -0.1044
S -1.9597 0.7909 -0.0564
H 4.8838 -0.9522 1.1467
H -2.1676 -1.4390 -1.0538
H -3.3084 -0.8901 0.3506
H -3.6203 -0.4195 -1.3200
H 1.9285 0.1514 -1.6676
H -0.3161 0.1568 1.5737
*
```



No. 20
DFT (wB97M-V/def2-TZVPD) results for a single C4H6O4 molecule at a distorted geometry.

The strongest force on any atom comes out at 0.072 Eh/bohr. The LUMO energy is -0.151 eV.

ORCA input file:
```
! RIJCOSX wB97M-V def2-TZVPD def2/J DEFGRID3
* xyz 0 1
C 0.0156 -0.1785 -0.1911
C -1.0781 0.1190 1.2382
C -0.6947 -0.2303 -1.5194
C 0.8556 -1.1678 0.2249
O 1.3639 0.7700 -0.5058
O -1.5938 -1.0698 1.0690
O 1.7106 1.4755 0.7150
O 1.5362 -1.9177 0.7590
H 2.6681 1.5770 0.6151
H -0.5317 0.3094 2.1734
H -1.6378 1.0146 0.9318
H -0.0507 -0.5893 -2.3247
H -1.5506 -0.8976 -1.4252
H -1.0126 0.7856 -1.7602
*
```